# C22H14Cl31F5O2

11 unconnected molecules or ions with the total composition C22H14Cl31F5O2 in a non-equilibrium geometry (wB97M-V/def2-TZVPD, the Open Molecules 2025 dataset).

Last column: Mulliken charge in e.
Element x y z (Å)
O (-1.217, -0.497, 2.199)  -0.55
C (-1.665, 0.401, 1.533)  -0.33
C (-3.139, 0.658, 1.357)  -0.26
C (-3.544, 1.080, 0.162)  0.12
C (-4.974, 1.427, -0.183)  1.32
F (-4.930, 2.663, -0.767)  -0.32
F (-5.519, 0.600, -1.084)  -0.29
C (-5.928, 1.593, 1.027)  0.34
F (-6.253, 0.403, 1.539)  -0.18
F (-7.060, 2.151, 0.582)  -0.27
F (-5.433, 2.409, 1.947)  -0.22
C (-2.548, 1.271, -0.953)  -0.08
O (-2.789, 0.998, -2.094)  -0.49
C (-1.227, 1.783, -0.488)  0.75
C (-0.488, 2.666, -1.240)  -0.87
C (0.717, 3.108, -0.699)  0.46
Cl (1.631, 4.262, -1.618)  -0.21
C (1.189, 2.651, 0.520)  -1.16
C (0.425, 1.746, 1.282)  -0.23
C (-0.790, 1.333, 0.759)  0.10
H (-3.832, 0.532, 2.179)  0.56
H (-0.882, 2.997, -2.191)  0.59
H (2.131, 3.048, 0.863)  0.81
H (0.750, 1.366, 2.268)  0.46
Cl (-4.075, 0.794, -6.305)  -0.08
C (-3.559, -0.549, -5.283)  0.36
Cl (-4.312, -2.058, -5.816)  -0.16
Cl (-1.803, -0.695, -5.276)  -0.12
H (-3.883, -0.347, -4.269)  -0.01
Cl (-3.460, 3.824, -9.841)  -0.12
C (-4.651, 4.189, -8.592)  0.03
Cl (-5.545, 2.737, -8.137)  -0.11
Cl (-3.874, 4.908, -7.180)  -0.11
H (-5.353, 4.907, -8.993)  0.33
Cl (3.092, 0.825, -0.155)  0.12
C (3.980, 0.180, -1.544)  0.01
Cl (4.011, 1.351, -2.861)  -0.14
Cl (5.618, -0.284, -1.082)  -0.10
H (3.463, -0.706, -1.891)  0.17
Cl (2.686, 1.245, 2.802)  -0.11
C (3.831, 0.685, 4.036)  0.61
Cl (2.968, 0.038, 5.429)  -0.16
Cl (4.929, -0.516, 3.362)  -0.08
H (4.419, 1.536, 4.359)  -0.40
Cl (1.246, -3.621, -4.161)  -0.09
C (0.196, -4.641, -5.154)  -0.06
Cl (-1.392, -3.903, -5.338)  -0.04
Cl (0.935, -4.945, -6.727)  -0.13
H (0.076, -5.590, -4.650)  0.31
Cl (-9.652, -2.233, 2.702)  -0.13
C (-7.947, -2.267, 3.154)  0.44
Cl (-7.759, -2.683, 4.857)  -0.11
Cl (-7.051, -3.393, 2.131)  -0.13
H (-7.538, -1.277, 3.002)  -0.06
Cl (5.137, 3.784, 4.135)  -0.12
C (6.833, 3.687, 4.631)  -0.02
Cl (6.955, 3.381, 6.362)  -0.11
Cl (7.671, 2.437, 3.713)  -0.08
H (7.301, 4.639, 4.418)  0.34
Cl (8.711, -2.730, -1.790)  -0.12
C (7.649, -3.802, -2.708)  0.02
Cl (6.064, -3.064, -2.929)  -0.07
Cl (8.372, -4.216, -4.262)  -0.12
H (7.521, -4.715, -2.142)  0.29
Cl (7.791, -1.621, 4.876)  -0.08
C (7.593, -3.341, 5.212)  0.03
Cl (9.114, -4.056, 5.748)  -0.13
Cl (6.323, -3.600, 6.409)  -0.11
H (7.296, -3.832, 4.294)  0.28
Cl (-3.552, -0.688, 5.392)  -0.16
C (-2.819, -2.200, 4.842)  0.28
Cl (-2.207, -3.128, 6.211)  -0.14
Cl (-3.986, -3.138, 3.912)  -0.08
H (-1.987, -1.956, 4.194)  0.11

Output
highest occupied orbital energy	-9.89	eV
SMILES	O=C1C=C(C(F)(F)C(F)(F)F)C(=O)c2cc(Cl)ccc21.ClC(Cl)Cl.ClC(Cl)Cl.ClC(Cl)Cl.ClC(Cl)Cl.ClC(Cl)Cl.ClC(Cl)Cl.ClC(Cl)Cl.ClC(Cl)Cl.ClC(Cl)Cl.ClC(Cl)Cl
net charge	0

# C21H42O21

7 unconnected molecules or ions with the total composition C21H42O21 in a non-equilibrium geometry (wB97M-V/def2-TZVPD, the Open Molecules 2025 dataset).

Last column: Mulliken charge in e.
Element x y z (Å)
C (-3.477, -0.385, 0.525)  -0.80
O (-2.793, 0.500, 1.347)  -0.10
C (-2.556, 1.770, 1.101)  0.92
O (-2.882, 2.382, 0.092)  -0.68
O (-1.975, 2.339, 2.166)  -0.32
C (-1.483, 3.665, 2.075)  -0.69
H (-3.821, 0.205, -0.324)  0.46
H (-4.372, -0.725, 1.046)  0.27
H (-2.820, -1.212, 0.256)  0.19
H (-2.126, 4.374, 1.554)  0.30
H (-0.506, 3.623, 1.594)  0.23
H (-1.331, 4.182, 3.023)  0.31
C (-2.590, 2.816, -3.250)  -0.51
O (-2.912, 3.895, -4.108)  -0.27
C (-2.785, 3.715, -5.476)  0.70
O (-2.656, 2.587, -6.018)  -0.59
O (-2.875, 4.915, -6.075)  -0.28
C (-3.070, 4.974, -7.494)  -0.70
H (-2.840, 1.838, -3.660)  0.45
H (-3.037, 3.021, -2.277)  0.24
H (-1.534, 2.738, -2.990)  0.14
H (-3.911, 4.366, -7.827)  0.31
H (-2.115, 4.925, -8.017)  0.30
H (-3.385, 5.982, -7.761)  0.26
C (-1.230, 5.899, -1.765)  -0.56
O (-0.858, 6.224, -3.117)  -0.28
C (0.427, 5.955, -3.485)  0.84
O (1.301, 5.514, -2.702)  -0.60
O (0.595, 6.416, -4.687)  -0.32
C (1.887, 6.188, -5.258)  -0.72
H (-0.754, 6.701, -1.201)  0.44
H (-1.136, 4.911, -1.314)  0.06
H (-2.306, 6.050, -1.683)  0.28
H (2.360, 5.208, -5.201)  0.33
H (2.616, 6.921, -4.912)  0.31
H (1.690, 6.282, -6.326)  0.27
C (-4.639, -3.126, 6.629)  -0.70
O (-4.269, -2.355, 5.463)  -0.29
C (-3.187, -2.649, 4.820)  0.64
O (-2.636, -3.812, 4.750)  -0.60
O (-2.937, -1.562, 3.966)  -0.23
C (-1.967, -1.631, 2.932)  -0.84
H (-5.630, -2.796, 6.944)  0.28
H (-4.053, -3.004, 7.540)  0.31
H (-4.853, -4.177, 6.431)  0.32
H (-2.315, -2.209, 2.076)  0.26
H (-1.053, -2.203, 3.087)  0.43
H (-1.566, -0.685, 2.569)  0.35
C (7.003, -4.341, 7.099)  -0.66
O (6.789, -4.411, 5.696)  -0.30
C (5.631, -4.003, 5.184)  0.76
O (4.550, -3.738, 5.787)  -0.60
O (5.718, -3.913, 3.844)  -0.30
C (4.550, -3.669, 3.058)  -0.67
H (7.717, -5.126, 7.346)  0.25
H (6.170, -4.412, 7.799)  0.33
H (7.405, -3.357, 7.342)  0.29
H (3.852, -4.506, 3.038)  0.28
H (4.677, -3.384, 2.014)  0.27
H (3.956, -2.860, 3.484)  0.34
C (0.998, 2.499, -1.034)  -0.24
O (1.858, 1.433, -0.557)  -0.35
C (1.297, 0.330, -0.074)  0.77
O (0.147, 0.246, 0.366)  -0.54
O (2.067, -0.657, -0.265)  -0.39
C (1.745, -2.000, 0.062)  -0.11
H (0.250, 2.869, -0.333)  -0.06
H (0.376, 2.203, -1.878)  0.24
H (1.679, 3.319, -1.266)  0.27
H (0.936, -2.027, 0.793)  0.14
H (2.620, -2.476, 0.504)  0.05
H (1.413, -2.510, -0.842)  0.13
C (2.516, -6.342, -0.203)  -0.66
O (1.283, -5.838, -0.602)  -0.25
C (1.214, -5.531, -1.937)  0.85
O (2.102, -5.671, -2.871)  -0.62
O (0.048, -5.007, -2.179)  -0.30
C (-0.159, -4.190, -3.331)  -0.68
H (3.041, -6.657, -1.105)  0.36
H (2.489, -7.108, 0.572)  0.27
H (3.166, -5.571, 0.212)  0.19
H (0.644, -3.491, -3.566)  0.32
H (-1.118, -3.735, -3.081)  0.22
H (-0.263, -4.917, -4.136)  0.33

Output
highest occupied orbital energy	-10.45	eV
energy above the lowest of the compared OMol25 structures with the same formula, charge and spin	4.541	eV
SMILES	COC(=O)OC.COC(=O)OC.COC(=O)OC.COC(=O)OC.COC(=O)OC.COC(=O)OC.COC(=O)OC
net charge	0

# C15H16N2O5

C15H16N2O5 in the gas phase (wB97M-V/def2-TZVPD, the Open Molecules 2025 dataset).

Last column: natural (NBO) charge in e.
Element x y z (Å)
O (-2.978, -1.086, 2.978)  -0.59
C (-2.667, -0.762, 1.862)  0.80
O (-3.444, 0.030, 1.107)  -0.70
C (-1.428, -1.225, 1.148)  -0.54
C (-0.802, -0.193, 0.198)  -0.14
N (0.095, 0.774, 0.800)  -0.63
C (-0.524, 1.855, 1.555)  -0.26
C (-1.053, 1.471, 2.903)  0.24
C (-0.465, 0.823, 3.951)  -0.31
C (-1.441, 0.753, 4.973)  -0.30
C (-2.545, 1.367, 4.475)  0.10
O (-2.321, 1.808, 3.225)  -0.41
C (-0.067, -0.939, -0.941)  0.68
O (-0.381, -2.058, -1.281)  -0.61
N (0.895, -0.171, -1.498)  -0.64
C (1.755, -0.454, -2.562)  0.26
C (1.730, -1.661, -3.252)  -0.30
C (2.614, -1.862, -4.298)  -0.16
C (3.518, -0.888, -4.671)  -0.30
C (3.543, 0.322, -3.982)  0.33
O (4.443, 1.265, -4.369)  -0.66
C (2.664, 0.535, -2.931)  -0.36
H (-4.234, 0.288, 1.605)  0.50
H (-1.710, -2.089, 0.535)  0.28
H (-0.705, -1.566, 1.891)  0.24
H (-1.612, 0.365, -0.290)  0.24
H (0.774, 0.297, 1.387)  0.36
H (-1.343, 2.268, 0.961)  0.22
H (0.241, 2.633, 1.674)  0.21
H (0.535, 0.440, 3.994)  0.22
H (-1.333, 0.301, 5.937)  0.23
H (-3.516, 1.545, 4.892)  0.20
H (1.019, 0.727, -1.038)  0.43
H (1.027, -2.424, -2.967)  0.25
H (2.594, -2.800, -4.832)  0.22
H (4.208, -1.037, -5.484)  0.22
H (4.354, 2.052, -3.818)  0.48
H (2.682, 1.475, -2.393)  0.20

Output
highest occupied orbital energy	-8.37	eV
energy above the lowest of the compared OMol25 structures with the same formula, charge and spin	2.127	eV
SMILES	O=C(O)C[C@@H](NCc1ccco1)C(=O)Nc1cccc(O)c1
net charge	0

# C13H24S

A molecular structure, C13H24S in a non-equilibrium geometry (wB97M-V/def2-TZVPD, the Open Molecules 2025 dataset).

Last column: natural (NBO) charge in e.
Element x y z (Å)
C (2.264, -1.917, 0.992)  -0.75
C (3.922, -1.490, -1.094)  -0.51
C (-0.785, 2.889, 0.930)  -0.41
C (-0.277, 2.327, 2.271)  -0.40
C (-2.421, -2.577, 0.396)  -0.41
C (-1.243, 1.726, 0.046)  -0.39
C (-0.213, 0.812, 2.032)  -0.40
C (-1.944, -1.282, 1.120)  -0.45
C (-1.294, -2.926, -0.665)  -0.43
C (-0.314, 0.648, 0.529)  -0.29
C (-0.746, -0.749, 0.258)  0.06
C (-0.605, -1.544, -0.789)  -0.19
C (4.552, -0.590, -2.069)  -0.65
S (3.340, -0.797, 0.274)  0.62
H (1.892, -1.660, 1.922)  0.21
H (1.672, -2.480, 0.212)  0.21
H (3.404, -2.350, -1.465)  0.21
H (-1.723, 3.499, 1.027)  0.21
H (0.031, 3.350, 0.453)  0.20
H (0.717, 2.710, 2.503)  0.20
H (-0.933, 2.559, 3.130)  0.20
H (-2.480, -3.438, 1.153)  0.21
H (-3.461, -2.518, -0.123)  0.22
H (-2.327, 1.429, 0.002)  0.20
H (-1.018, 2.051, -0.961)  0.21
H (0.568, 0.444, 2.649)  0.22
H (-1.106, 0.405, 2.455)  0.20
H (-2.770, -0.423, 1.128)  0.20
H (-1.677, -1.340, 2.178)  0.21
H (-0.482, -3.473, -0.417)  0.20
H (-1.586, -3.223, -1.618)  0.20
H (0.590, 0.753, -0.057)  0.22
H (-4.303, 1.654, 3.226)  0.00
H (-0.098, -1.281, -1.683)  0.20
H (5.039, 0.407, -1.695)  0.22
H (5.324, -1.144, -2.608)  0.22
H (3.757, -0.149, -2.795)  0.21
H (-4.645, 1.517, 3.915)  0.00

Output
highest occupied orbital energy (spin up / spin down)	-7.47 / -7.23	eV
energy above the lowest of the compared OMol25 structures with the same formula, charge and spin	2.432	eV
net charge	0

Number 1: E -428917.1533 eV. Number 2: E -65451.2979 eV. Number 3: E -29032.7106 eV. Number 4: E -24699.5915 eV.